(1)
Density functional theory data (wB97M-V/def2-TZVPD) for a structure of composition C25H27N6OPdS.

Geometry (Å):
Pd  -0.339746  1.160083  -1.939309
S  -2.370758  1.571131  -2.898659
O  -0.522656  -5.108143  0.173735
N  1.837802  1.133664  -1.566016
N  -1.258124  -3.561568  1.619082
N  -0.497249  -0.894462  -1.931304
N  -0.202927  1.488372  0.622990
N  -0.571459  3.182557  -2.155970
N  2.125340  1.239337  0.811064
C  0.009614  4.279585  -1.661715
C  -1.365745  -4.643772  2.610022
C  4.576623  0.725531  -1.815808
C  -0.688769  5.466179  -1.572513
C  -0.673136  -3.631416  -2.030221
C  -0.708191  -2.988099  -0.790991
C  -1.859236  3.197841  -2.511330
C  -2.037454  5.484714  -1.944403
C  -1.586451  -2.214260  2.060739
C  -2.650483  4.333586  -2.398072
C  -0.338752  2.467270  3.204729
C  -0.492237  -1.524405  -3.110429
C  -0.569450  -2.899186  -3.196091
C  -1.498266  2.339053  2.443767
C  -0.401761  -1.456393  2.653188
C  3.993483  0.851698  -0.582498
C  2.434784  1.024357  -2.775024
C  -1.373145  1.850703  1.161030
C  -0.601407  -1.605020  -0.800555
C  -0.820243  -3.943232  0.393919
C  2.606950  1.071756  -0.477574
C  -0.032956  -5.035885  3.231926
C  0.873000  2.108901  2.657638
C  3.778011  0.826263  -2.955105
C  0.895413  1.618843  1.344215
H  -0.554906  -1.004352  0.091457
H  4.188167  0.747934  -3.950614
H  -0.199003  6.357187  -1.208706
H  5.641784  0.557617  -1.898635
H  -1.802038  -5.506282  2.110052
H  1.769321  1.104194  -3.624564
H  -0.438643  -0.897520  -3.989909
H  -3.700883  4.288629  -2.646435
H  -0.184271  -5.840831  3.951327
H  -2.603973  6.402195  -1.852933
H  0.651708  -5.391206  2.463768
H  -2.237085  1.739313  0.512683
H  4.590055  0.789906  0.318497
H  1.044553  4.185327  -1.359215
H  -0.727060  -4.710681  -2.040356
H  1.791620  2.213049  3.221199
H  -0.022487  -1.975651  3.532374
H  -0.708815  -0.454523  2.957489
H  0.427299  -4.198832  3.757463
H  -2.063990  -1.664685  1.249878
H  0.424066  -1.369298  1.944665
H  -2.353569  -2.312772  2.828976
H  -0.552931  -3.381184  -4.162808
H  -0.383967  2.851413  4.215028
H  2.865675  1.248217  1.493210
H  -2.064753  -4.307647  3.375593
H  -2.466318  2.614930  2.836043

Atomic forces in eV per Å
Pd 0.2637 0.1939 -0.2121
S -0.0288 -0.0421 0.0674
O -0.0123 0.0402 -0.0437
N -0.1696 -0.1078 0.1193
N -0.0076 -0.0363 -0.0579
N 0.1228 0.0557 -0.1881
N 0.0283 -0.1109 -0.0656
N 0.0228 -0.2329 0.2711
N 0.0725 -0.0995 -0.0057
C -0.0187 0.1887 -0.0774
C 0.0759 0.0022 0.0303
C -0.0424 0.0040 0.0239
C 0.0310 -0.1127 -0.0303
C -0.0434 0.0097 0.0626
C -0.1145 -0.0220 -0.1012
C -0.5040 -0.3019 0.0855
C 0.0426 -0.0171 0.0094
C -0.0519 0.0309 -0.0110
C 0.2255 0.2669 -0.0734
C 0.0161 -0.0191 -0.0182
C -0.0729 0.0034 0.0143
C -0.0041 -0.0102 -0.0001
C -0.0284 -0.0046 -0.0317
C -0.0427 -0.0096 -0.0127
C 0.0247 0.0021 -0.0001
C 0.1213 -0.0301 -0.0263
C -0.0187 0.0669 0.0652
C 0.1380 0.0506 0.1069
C 0.1035 0.0221 0.0826
C 0.0057 0.0563 -0.0573
C 0.0011 -0.0004 -0.0112
C 0.0575 -0.0023 -0.0225
C -0.0353 0.0053 -0.0005
C -0.1892 0.1179 0.0782
H -0.0208 0.0025 0.0847
H 0.0016 -0.0014 0.0019
H 0.0082 -0.0059 0.0040
H 0.0043 0.0012 0.0077
H -0.0110 -0.0074 0.0056
H 0.0095 0.0005 -0.0036
H 0.0137 -0.0056 -0.0014
H 0.0082 0.0249 -0.0214
H -0.0015 -0.0054 -0.0016
H -0.0092 -0.0051 -0.0012
H -0.0020 0.0059 0.0073
H -0.0037 -0.0131 0.0140
H -0.0010 0.0017 -0.0020
H -0.0046 0.0152 0.0081
H 0.0002 -0.0068 -0.0098
H -0.0058 -0.0005 0.0047
H -0.0006 0.0132 0.0117
H 0.0029 0.0164 -0.0089
H 0.0022 -0.0055 0.0054
H 0.0608 0.0192 -0.0185
H 0.0047 -0.0071 -0.0278
H -0.0364 -0.0116 -0.0286
H -0.0026 0.0005 0.0012
H 0.0106 -0.0015 0.0043
H -0.0038 -0.0069 0.0017
H 0.0036 0.0246 -0.0057
H 0.0039 0.0008 -0.0013

Computed properties:
* energy relative to the best compared isomer or geometry (same formula, charge and spin): 0.0 kJ/mol
* HOMO level: -10.7 eV
* LUMO: -2.6 eV
* orbital gap: 0.2972 hartree
* net charge: +1
* DFT total energy: -51663.1312 eV


(2)
Density functional theory data (wB97M-V/def2-TZVPD) for a structure of composition C8H15Cl2N5Sc at a distorted geometry.

Geometry (Å):
Sc  0.483985  0.439401  1.538198
Cl  1.762695  1.348382  3.192334
Cl  -1.339888  1.675317  0.915648
N  -1.002526  -1.777983  2.544898
N  -2.468943  -3.563522  3.070979
N  -1.266703  -3.083962  2.563192
N  -0.608846  -3.804168  1.606345
N  0.006937  -1.645549  1.638992
C  -0.859586  0.647337  -4.009062
C  1.103740  -0.944174  -3.803696
C  -1.576300  0.011085  -2.807780
C  -0.968513  -1.303331  -2.415135
C  1.570271  -0.088605  -0.370600
C  0.659185  0.534948  -3.887333
C  0.238399  -1.740570  -2.872049
C  0.196257  -2.867290  1.099702
H  -1.519439  -1.875872  -1.661982
H  2.154299  -1.004241  -3.482813
H  -2.679880  -3.106479  3.952447
H  0.910662  -3.056587  0.312309
H  1.140262  1.008495  -4.750515
H  -2.642774  -0.113262  -3.049823
H  -1.153403  1.692380  -4.130811
H  0.997480  1.051960  -2.977879
H  -1.163789  0.107050  -4.914811
H  0.659756  -2.679638  -2.492234
H  1.055916  -1.367914  -4.825173
H  2.488240  0.538089  -0.419000
H  -1.540802  0.705788  -1.947927
H  1.515028  -0.808723  -1.193058
H  -2.411119  -4.572662  3.146637

Atomic forces in eV per Å
Sc 0.0386 -2.0081 -1.8038
Cl 0.7331 0.4757 0.8295
Cl -0.7389 0.5975 -0.2018
N -1.0308 1.7777 0.8541
N -1.2862 0.1501 -0.6427
N 1.1217 -1.5480 0.8952
N 0.8078 0.8718 -0.9025
N 0.4463 -0.5222 -0.4250
C 0.0546 -0.3796 0.0105
C -0.1339 0.4501 -0.4873
C 0.0695 0.4920 -0.1206
C 1.3814 -0.6401 -0.3332
C 0.3767 0.8537 1.0004
C 0.1822 -0.2862 0.2609
C -1.6253 0.2595 0.7157
C -0.8277 -0.4629 0.3256
H 0.2881 0.0209 -0.2627
H -0.2312 0.0112 -0.0759
H 0.4115 -0.2168 -0.0669
H -0.0528 0.0000 0.1118
H 0.0040 0.0199 0.1309
H 0.1950 -0.0479 0.1139
H -0.0534 -0.0355 0.0241
H -0.0812 -0.0622 -0.1491
H -0.0354 0.1047 -0.0248
H -0.3207 0.2617 -0.1516
H 0.0932 -0.0338 0.3083
H -0.1439 -0.3213 -0.3787
H 0.0169 -0.3205 -0.1546
H 0.0869 0.2841 0.3860
H 0.2539 0.2544 0.2140

Computed properties:
* energy relative to the best compared isomer or geometry (same formula, charge and spin): 30.6 kJ/mol
* HOMO level (alpha / beta): -4.6 / -1.6 eV
* LUMO (alpha / beta): 3.2 / 3.1 eV
* orbital gap (alpha / beta): 0.2869 / 0.1722 hartree
* net charge: -1
* DFT total energy: -61735.5833 eV


(3)
Density functional theory data (wB97M-V/def2-TZVPD) for a structure of composition C5H10NiO3 at a distorted geometry.

Geometry (Å):
Ni  0.429923  -0.178324  -0.658042
O  2.118027  -0.041944  -1.413972
O  1.404297  -1.079250  0.873040
O  -1.452829  -0.511348  -0.274232
C  -2.476253  -1.461769  -0.090062
C  -1.746397  0.848531  0.180983
C  -0.552231  1.703210  -0.168095
C  2.593191  -0.731185  0.778223
C  3.028787  0.061417  -0.397665
H  0.040746  2.366441  0.478025
H  4.038941  -0.318802  -0.671700
H  3.034891  1.207047  -0.011363
H  -3.376694  -1.152378  -0.643181
H  -2.109583  -2.420951  -0.471610
H  3.351639  -1.152051  1.462495
H  -0.925804  2.483092  -0.850620
H  -2.665465  1.147758  -0.350418
H  -2.001160  0.794576  1.252164
H  -2.734034  -1.564068  0.976028

Atomic forces in eV per Å
Ni 0.0001 1.3285 -0.6400
O 0.4187 -0.1026 -0.2167
O 1.4032 0.3709 0.5907
O -0.3478 0.0564 0.1038
C -0.2501 -0.2618 0.1055
C -0.5220 0.8749 1.0520
C -0.1231 -0.0283 -1.0563
C -0.9678 -1.0475 -0.0942
C -0.2463 1.7167 0.0758
H -0.4920 -1.0213 0.9899
H -0.2168 0.6306 0.1196
H 0.6709 -2.1037 -0.4709
H 0.2124 -0.1261 0.1027
H -0.1570 0.2356 0.0889
H -0.3366 0.3447 0.2453
H 0.4344 -0.6729 -0.6877
H 0.2746 -0.0284 0.0752
H 0.1391 -0.1916 -0.1361
H 0.1061 0.0257 -0.2475

Computed properties:
* energy relative to the best compared isomer or geometry (same formula, charge and spin): 68.8 kJ/mol
* HOMO level (alpha / beta): -7.6 / -8.4 eV
* LUMO (alpha / beta): 0.5 / 0.4 eV
* orbital gap (alpha / beta): 0.2958 / 0.3210 hartree
* spin multiplicity: 3
* ⟨S²⟩: 2.0076
* DFT total energy: -52529.3324 eV